# 1
22
Properties=species:S:1:pos:R:3:forces:R:3 method="wB97M-V/def2-TZVPD" de_lowest_kcal_mol=130.9 e_tot_ev=-10435.35045 spin_multiplicity=1 lumo_energy_ev="-0.73 / -0.73" max_force_ev_per_a=2.63
C 0.859341 0.856962 -0.119014 -0.936 -1.080 1.487
C 2.257950 0.396750 -0.434370 -0.006 -0.058 -0.007
N -0.161163 -0.332067 -2.207625 0.522 -1.761 -0.519
N 0.287968 -1.513569 -2.073901 0.061 1.615 0.330
H -1.048700 -0.279147 -1.698172 0.101 -0.043 0.301
H 1.199700 -1.627236 -2.519593 -0.050 0.246 -0.359
H 0.292145 -1.910842 -0.918769 -0.914 0.096 1.900
H 0.788707 1.447952 0.788381 0.200 0.214 -0.029
H 0.389061 1.445911 -0.897535 -0.117 -0.159 -0.126
H 2.618699 0.823096 -1.371335 0.082 0.008 0.004
H 2.958227 0.658123 0.361154 0.004 0.023 -0.068
H 2.314281 -0.695631 -0.523716 -0.062 -0.038 -0.046
C -1.555707 -0.312783 0.940456 0.130 -0.031 0.193
C -1.891476 1.098120 1.413469 0.050 -0.134 -0.075
C -0.068389 -0.642292 0.852847 0.612 2.299 -1.132
O 0.244024 -1.820717 0.386419 0.463 -1.175 -1.871
H 0.467487 -0.399005 1.778248 -0.125 -0.076 0.072
H -1.975121 -1.041370 1.644342 -0.034 0.002 -0.060
H -2.038873 -0.525257 -0.018909 -0.016 -0.010 0.001
H -2.961277 1.195550 1.601860 0.020 0.019 0.000
H -1.368248 1.332035 2.342512 0.009 0.002 0.009
H -1.608635 1.845416 0.673250 0.007 0.041 -0.006

# 2
138
Properties=species:S:1:pos:R:3:forces:R:3 method="wB97M-V/def2-TZVPD" e_tot_ev=-73334.74243 spin_multiplicity=1 lumo_energy_ev=-2.85 charge=+1 max_force_ev_per_a=1.50
C -0.538733 3.100987 -3.706111 0.138 -0.073 0.532
C -1.560551 2.050811 -3.400046 -0.693 0.065 -0.543
C -3.025065 2.469782 -3.619111 0.860 0.393 -0.024
C -3.351501 3.963186 -3.527169 -0.972 -0.928 0.655
C -4.683518 4.248475 -2.818545 0.389 0.422 -0.103
C -4.554438 4.925128 -1.468553 0.057 -0.135 -0.233
C -4.768502 3.987125 -0.334378 0.216 0.384 0.358
C -4.611126 4.633135 1.017758 -0.563 -0.923 -0.070
C -4.303091 3.561249 2.050902 0.128 1.131 -0.287
C -2.820427 3.362498 2.095182 0.025 -0.095 0.525
C -2.321760 2.192026 2.901766 0.143 -0.021 -0.485
C -3.194540 0.978120 2.847166 0.509 -0.408 0.737
C -2.431795 -0.299228 3.190632 -0.725 0.005 -0.329
C -2.505709 -1.301665 2.073455 0.428 -0.066 -0.101
C -2.244105 -2.723839 2.493751 -0.262 0.097 0.066
C -2.994160 -3.759690 1.686014 0.694 -0.363 -0.058
C -2.087450 -4.558409 0.753076 -0.578 0.331 0.393
C -1.772779 -5.938510 1.252412 -0.184 0.142 -0.031
C -1.348753 -6.880378 0.165295 0.384 0.110 0.254
C -0.182020 -6.377783 -0.649590 -0.238 -0.574 -0.328
C 1.147499 -6.600243 -0.014932 0.333 0.681 -0.318
C 1.567404 -5.437345 0.854594 0.418 -0.282 0.112
N 2.952248 -5.434596 1.281349 -0.072 -0.015 -0.049
C 3.873335 -5.603087 0.184090 -0.378 0.423 0.527
S 3.857852 -4.210004 -0.968054 0.400 0.252 -0.946
C 3.569715 -6.840524 -0.604496 -0.193 0.148 0.017
N 2.177281 -6.751345 -1.110997 0.089 -0.693 -0.291
H 0.436929 2.670863 -3.762241 0.795 -0.323 -0.217
H -0.736132 3.632346 -4.613308 -0.153 0.328 -0.635
H -0.492413 3.798211 -2.897766 0.021 0.798 0.453
H -1.432738 1.661312 -2.408787 0.181 -0.076 0.726
H -1.380330 1.226143 -4.059893 0.123 -0.749 -0.360
H -3.625800 1.909108 -2.944680 -0.662 -0.444 0.691
H -3.299952 2.141002 -4.598812 -0.327 -0.278 -0.726
H -3.438254 4.322247 -4.524903 0.338 0.633 -0.778
H -2.600993 4.492861 -2.985595 0.751 0.464 0.086
H -5.296300 4.884936 -3.419438 -0.392 0.379 -0.702
H -5.238648 3.343121 -2.694355 -0.447 -0.723 0.027
H -5.225554 5.757118 -1.407865 -0.576 0.588 0.146
H -3.569577 5.333549 -1.343169 0.690 0.440 -0.106
H -5.740018 3.538134 -0.388981 -0.569 -0.528 -0.071
H -4.015547 3.227990 -0.406696 0.396 -0.890 -0.195
H -5.548857 5.102773 1.251619 -0.318 0.689 0.236
H -3.800816 5.331958 0.993820 0.363 0.814 0.071
H -4.628251 3.936089 3.004404 -0.368 -0.253 0.746
H -4.833344 2.681761 1.757587 -0.476 -0.709 0.128
H -2.418230 3.301378 1.103908 0.143 -0.150 -0.821
H -2.419298 4.262577 2.512834 0.497 0.716 0.206
H -2.114000 2.458455 3.918610 -0.007 0.231 0.779
H -1.380710 1.900086 2.482741 0.902 -0.131 -0.223
H -4.002633 1.088190 3.546167 -0.666 0.103 0.248
H -3.624062 0.861434 1.879854 -0.389 0.033 -0.916
H -2.888493 -0.759063 4.043159 -0.042 -0.213 0.866
H -1.398524 -0.091341 3.381643 0.658 0.166 0.464
H -1.788634 -0.995985 1.336269 0.342 0.140 -0.791
H -3.470119 -1.264416 1.615440 -0.835 0.133 -0.307
H -1.190652 -2.927126 2.455918 0.732 -0.171 0.158
H -2.547910 -2.822565 3.514038 -0.104 -0.047 0.877
H -3.487003 -4.426309 2.367613 -0.393 -0.509 0.279
H -3.757671 -3.293606 1.107885 -0.686 0.447 -0.420
H -2.542380 -4.613247 -0.213734 -0.284 -0.134 -0.827
H -1.187573 -3.984854 0.661049 0.702 0.363 -0.400
H -2.644357 -6.342214 1.729453 -0.522 -0.319 0.321
H -1.025000 -5.854038 2.014130 0.507 -0.136 0.704
H -2.166756 -7.026152 -0.503740 -0.723 -0.154 -0.481
H -1.110645 -7.837346 0.597818 0.103 -0.638 0.081
H -0.302371 -5.337628 -0.852270 -0.138 0.863 -0.352
H -0.192952 -6.889511 -1.599304 -0.058 -0.276 -0.559
H 1.128436 -7.519557 0.524328 0.344 -0.859 0.447
H 1.329720 -4.532378 0.328238 -0.018 0.616 -0.204
H 0.965602 -5.456508 1.731036 -0.572 0.103 0.707
H 3.096278 -6.195049 1.935175 0.138 0.130 0.282
H 4.860423 -5.699176 0.587519 0.628 0.004 0.236
H 3.108539 -3.323425 -0.329831 -0.195 0.134 0.524
H 3.645425 -7.695213 0.037562 -0.087 -0.612 0.326
H 4.249387 -6.963019 -1.415541 0.385 -0.148 -0.826
H 1.972201 -7.594302 -1.646968 -0.150 -0.016 -0.022
H 2.105359 -5.971074 -1.773310 0.081 0.259 0.179
C 1.643915 1.173981 0.309740 -0.307 -0.001 0.583
O 1.209424 0.133003 0.796913 0.002 0.007 -0.067
N 2.526308 1.226430 -0.682433 0.248 0.046 -0.389
C 3.034298 2.479642 -1.224302 -0.026 -0.283 -0.004
C 3.010161 -0.019346 -1.240225 -0.074 0.022 0.060
H 1.342300 2.166247 0.677638 -0.019 -0.060 -0.032
H 2.814882 2.544675 -2.288485 0.054 0.083 0.115
H 4.116478 2.518220 -1.082261 0.005 0.104 0.019
H 2.581326 3.319347 -0.703108 -0.026 -0.029 0.078
H 2.179431 -0.600671 -1.645467 0.004 -0.022 -0.039
H 3.496972 -0.616396 -0.465953 0.052 -0.009 0.014
H 3.719476 0.198075 -2.034112 0.011 0.025 -0.033
C -8.629887 1.525355 1.478916 0.044 -0.068 -0.326
O -7.832432 2.017930 0.700538 -0.061 -0.048 0.096
N -8.639017 1.755441 2.801439 -0.080 0.006 0.288
C -9.602396 1.138829 3.691340 0.160 0.148 -0.004
C -7.636677 2.659652 3.342032 -0.042 -0.075 -0.176
H -9.424606 0.829554 1.153676 0.039 0.050 0.008
H -10.196140 1.901014 4.199058 -0.041 -0.031 0.020
H -9.093837 0.533502 4.444359 -0.041 -0.026 0.016
H -10.271183 0.498318 3.121932 -0.017 -0.019 -0.039
H -7.736639 3.642359 2.880605 0.061 0.041 0.037
H -6.640997 2.281249 3.115063 0.051 0.057 0.059
H -7.761938 2.746324 4.417547 -0.044 -0.029 0.034
C 3.941249 3.528031 -5.117400 -0.361 -0.114 -0.059
O 3.238995 2.959055 -4.294216 0.179 0.063 -0.288
N 5.178175 3.977042 -4.878896 0.273 0.109 -0.003
C 5.967175 4.646901 -5.896951 0.022 -0.056 0.189
C 5.743666 3.785828 -3.553189 -0.118 -0.031 -0.044
H 3.600574 3.722383 -6.148760 -0.010 -0.020 0.053
H 6.889532 4.096030 -6.086850 0.013 0.016 -0.034
H 6.222482 5.657664 -5.575957 0.011 0.022 -0.037
H 5.399306 4.707215 -6.821476 -0.042 -0.005 -0.027
H 5.787059 2.723702 -3.310549 0.034 -0.005 0.023
H 5.124849 4.278822 -2.803571 0.009 0.014 0.030
H 6.745310 4.203754 -3.525976 0.037 0.008 -0.020
C 8.274531 -1.391567 -3.553442 0.014 0.201 -0.119
O 9.112140 -0.532075 -3.372806 -0.074 -0.064 -0.001
N 8.157640 -2.508773 -2.806791 -0.078 -0.115 0.014
C 7.136273 -3.501301 -3.061291 0.274 0.024 0.236
C 9.095356 -2.708399 -1.713123 -0.025 0.104 -0.100
H 7.519672 -1.328476 -4.359826 0.048 -0.014 0.048
H 6.498071 -3.610859 -2.180408 -0.047 -0.052 -0.088
H 7.600093 -4.465246 -3.287211 -0.100 -0.036 -0.038
H 6.523798 -3.198059 -3.907166 -0.007 0.036 -0.031
H 9.023090 -1.889323 -0.998068 0.020 -0.002 0.029
H 10.117024 -2.734666 -2.090230 0.029 -0.009 0.023
H 8.870358 -3.646923 -1.213471 -0.025 -0.038 -0.001
C 2.470956 1.794139 3.567707 -0.012 -0.013 -0.310
O 3.139037 2.406131 2.750386 -0.032 -0.020 0.045
N 2.624106 1.891870 4.896945 0.001 -0.014 0.277
C 1.801786 1.135716 5.820531 0.144 0.152 0.009
C 3.646434 2.786265 5.416613 -0.043 -0.032 -0.120
H 1.674669 1.094921 3.269143 -0.040 -0.042 -0.061
H 1.243757 1.808726 6.474907 -0.029 -0.045 0.012
H 2.422088 0.483035 6.438433 -0.039 -0.024 0.019
H 1.095105 0.523614 5.264819 -0.020 -0.005 -0.037
H 3.458438 3.807840 5.087397 0.020 0.022 0.012
H 4.629315 2.491001 5.050034 0.026 0.019 0.011
H 3.638555 2.748838 6.502170 -0.021 -0.018 0.037

# 3
15
Properties=species:S:1:pos:R:3:forces:R:3 method="wB97M-V/def2-TZVPD" de_lowest_kcal_mol=74.2 e_tot_ev=-17667.78417 spin_multiplicity=1 lumo_energy_ev=-0.78 max_force_ev_per_a=1.40
C -0.717945 1.423293 0.032318 -0.927 0.383 0.073
C 0.428642 0.620449 -0.071581 0.965 -0.191 -0.129
C -2.046501 1.164018 0.024950 0.544 0.846 0.038
C -2.844227 -0.019264 -0.069679 -0.145 -1.388 0.036
C 1.576656 0.240958 -0.159359 -1.084 -0.318 0.088
C 2.811101 -0.520381 -0.204594 0.547 0.082 0.025
O 2.629517 -1.884129 0.126338 -0.177 -0.176 0.186
P -2.522705 -1.677717 -0.014448 -0.200 0.727 -0.122
H -0.446747 2.471876 0.130098 -0.131 -0.015 -0.007
H -1.125344 -1.581586 0.100484 0.355 -0.017 0.065
H -2.660615 2.055871 0.104247 0.122 0.091 0.009
H -3.906329 0.200088 -0.154003 0.019 -0.021 -0.014
H 3.549418 -0.055997 0.469769 -0.084 -0.051 -0.235
H 3.211752 -0.502889 -1.223722 0.048 0.025 0.182
H 2.063324 -1.934588 0.909183 0.146 0.023 -0.195

# 4
21
Properties=species:S:1:pos:R:3:forces:R:3 method="wB97M-V/def2-TZVPD" de_lowest_kcal_mol=19.2 smiles=CC[C@@H](N)CN.O e_tot_ev=-9402.77345 spin_multiplicity=1 lumo_energy_ev=0.87 max_force_ev_per_a=1.00
N -0.550788 -0.863783 -0.516748 -0.407 -0.180 0.002
C 2.190714 -0.534714 0.354475 0.070 -0.644 -0.161
C 1.031972 -0.041927 1.203003 0.064 0.451 0.198
C -0.259450 0.222898 0.434948 0.062 -0.336 -0.366
C -1.400343 0.482406 1.411816 0.656 0.060 0.758
N -2.630116 0.845285 0.757547 -0.377 -0.014 -0.527
H -1.511872 -0.742237 -0.823498 0.072 0.132 -0.273
H -0.551997 -1.783356 -0.079846 0.251 0.133 0.213
H 2.511683 0.266165 -0.312788 0.148 -0.118 -0.035
H 1.968983 -1.414875 -0.265875 -0.227 0.343 0.132
H 3.023303 -0.852213 0.981449 0.141 0.296 0.066
H 0.812711 -0.669437 2.077547 0.094 -0.288 -0.301
H 1.369810 0.905753 1.643265 -0.240 -0.024 0.016
H -0.144315 1.100212 -0.218258 0.010 0.098 0.358
H -1.049440 1.271564 2.094953 -0.338 0.052 -0.236
H -1.519629 -0.399429 2.061297 0.081 -0.057 -0.136
H -3.211567 0.037265 0.568301 -0.007 0.222 0.119
H -3.176120 1.538929 1.241947 0.005 -0.044 0.106
H 1.180919 -0.829255 -3.374254 0.204 0.028 -0.196
H 0.975380 0.247898 -2.387415 0.157 0.100 -0.024
O 1.507461 0.056535 -3.174241 -0.419 -0.212 0.290

# 5
63
Properties=species:S:1:pos:R:3:forces:R:3 method="wB97M-V/def2-TZVPD" e_tot_ev=-162487.72565 spin_multiplicity=2 lumo_energy_ev="3.63 / 2.54" charge=-2 max_force_ev_per_a=3.13 s_squared=0.75
Cu 0.310745 -0.868638 0.074772 1.173 -1.798 -2.272
C -2.518939 -2.172442 -3.545579 2.728 0.114 0.990
F -2.381679 -1.081282 -4.320316 -0.543 -0.247 0.211
F -3.369316 -1.901495 -2.548779 -0.583 0.048 -0.241
F -2.959784 -3.176002 -4.282028 -0.780 -0.088 -0.331
S -0.797025 -2.690921 -2.832881 1.888 -1.163 -1.157
O -0.869665 -4.129442 -2.690650 -1.096 0.622 0.438
O 0.151398 -2.312860 -3.861242 -0.940 0.597 0.145
O -0.624561 -1.945798 -1.583744 -0.945 0.389 0.020
C -2.284425 -4.201610 1.479044 2.261 1.114 -0.075
F -2.754171 -5.439006 1.519671 -0.302 -0.131 -0.430
F -2.807718 -3.473358 0.490312 -0.659 -0.561 -0.161
F -2.644054 -3.605433 2.627749 -0.227 0.107 0.328
S -0.365797 -4.130431 1.279118 0.429 -0.769 0.923
O 0.119261 -4.454026 2.623356 -0.625 0.625 -0.797
O -0.045443 -5.104405 0.277946 -0.496 0.380 0.104
O -0.141188 -2.724686 0.891171 -0.379 0.372 0.674
C 2.103573 2.563730 -2.472218 -0.869 -1.855 -1.020
F 3.181566 2.232461 -1.772323 0.208 0.595 0.373
F 1.371667 3.488096 -1.835650 0.274 0.170 0.040
F 2.485399 3.109642 -3.630102 0.208 0.148 0.000
S 1.113812 0.966531 -2.825314 -0.599 -1.514 -0.501
O 1.950703 0.187611 -3.707295 -0.370 1.373 0.768
O 0.966436 0.354152 -1.475540 0.211 1.098 0.296
O -0.162611 1.430407 -3.349319 0.764 0.322 0.427
C 4.629362 -2.889604 0.165883 -1.948 1.020 -0.931
F 5.584893 -3.510137 -0.512942 0.349 -0.348 0.167
F 4.232366 -3.634906 1.198635 0.508 0.010 0.153
F 5.135120 -1.724751 0.621809 0.247 -0.191 0.354
S 3.151892 -2.535482 -0.987976 -0.569 -1.883 -1.067
O 3.744067 -1.927702 -2.140195 0.635 0.707 0.228
O 2.596026 -3.847730 -1.233241 0.448 0.461 0.668
O 2.267947 -1.664165 -0.207749 0.043 0.704 1.050
C 2.002139 1.717548 1.575044 -0.680 -0.920 -0.221
C 0.525123 2.145385 1.723906 0.653 1.157 0.608
C 0.412655 3.452551 0.950791 -0.828 1.148 -0.082
C -1.007758 3.960173 0.699999 -0.777 -2.419 -1.021
C -1.758243 2.813969 -0.054112 0.894 0.365 -0.118
C -1.752133 1.457006 0.711255 -1.209 0.860 -1.319
N -0.370202 1.087259 1.196726 -0.098 0.502 -0.788
O -0.395556 -0.019578 2.092085 -0.230 0.202 0.222
C -2.822687 1.441100 1.797429 0.606 -0.663 1.178
C -2.148593 0.414525 -0.361533 0.016 -0.488 1.489
C 0.278763 2.489347 3.211661 0.537 0.070 0.737
H 2.249850 1.601012 0.519074 -0.033 0.105 0.001
H 2.142462 0.722641 2.005248 0.234 0.118 0.262
H 2.665884 2.448512 2.031315 -0.012 -0.034 0.071
H 0.747830 4.288953 1.572473 1.133 -0.458 0.079
H 0.997801 3.377280 0.040903 -0.257 0.205 0.228
H -1.011389 4.859044 0.087764 0.013 0.199 0.252
H -1.483525 4.091361 1.673698 -0.185 0.481 -0.083
H -1.323660 2.649124 -1.047217 0.757 -0.016 0.246
H -2.763383 3.060106 -0.408061 -0.352 -0.025 0.866
H -3.841568 1.564466 1.437452 0.145 0.132 -0.332
H -2.767086 0.455824 2.271859 -0.265 -0.051 -0.073
H -2.655337 2.127040 2.633710 0.047 0.347 -0.258
H -3.091631 0.586981 -0.879691 0.117 0.555 -0.040
H -1.338170 0.301425 -1.078041 -0.270 -0.107 -0.202
H -2.369761 -0.488823 0.220077 0.420 -0.473 -0.470
H 1.059158 3.131286 3.635394 0.574 -0.276 -0.625
H 0.384176 1.589945 3.826293 -0.446 0.174 0.353
H -0.557715 3.131962 3.496324 -0.730 -0.772 -0.435
H -0.377297 0.356257 2.983793 -0.220 -0.342 0.098

# 6
18
Properties=species:S:1:pos:R:3:forces:R:3 method="wB97M-V/def2-TZVPD" de_lowest_kcal_mol=9.8 smiles="CCC(=O)NC.O" e_tot_ev=-9911.81861 spin_multiplicity=1 lumo_energy_ev=0.41 max_force_ev_per_a=1.51
C 0.811124 -0.748218 -1.207646 0.044 -0.953 -1.174
C -0.349022 -1.749518 -1.090339 0.307 0.417 -0.225
C 0.555534 0.669709 -0.791996 0.050 -0.286 1.013
N -0.300798 0.829795 0.266031 0.420 0.113 -0.048
C -0.372279 2.155505 0.847254 -1.196 0.096 0.352
O 1.095894 1.612331 -1.328377 0.034 0.307 -0.329
H 1.709116 -1.207275 -0.784673 -0.020 0.521 0.591
H 1.103565 -0.662972 -2.257719 -0.163 -0.004 -0.065
H 0.015811 -2.729470 -1.391816 -0.098 -0.101 0.005
H -1.153139 -1.459876 -1.766990 -0.107 -0.062 0.113
H -0.737033 -1.821301 -0.080162 -0.098 -0.087 0.090
H -0.419410 0.027459 0.868902 -0.164 0.112 -0.023
H -0.931416 2.822985 0.187670 0.557 0.079 -0.261
H -1.015237 2.148593 1.730908 0.259 -0.378 0.148
H 0.597618 2.559261 1.115002 0.149 0.145 -0.169
H -1.517561 -1.992845 3.148059 -0.555 0.388 0.081
H -0.329436 -2.656794 2.660902 1.085 -0.787 -0.108
O -0.953847 -2.010625 2.374013 -0.506 0.483 0.010